1.
The following is a quantum chemistry calculation of a cluster of 3 separate species, C31H41F7N3O7S in total in a non-equilibrium geometry, from the Open Molecules 2025 dataset.

```
! RIJCOSX wB97M-V def2-TZVPD def2/J DEFGRID3
* xyz 1 1
S 1.5063 -0.0307 -1.4700
F 5.5094 -0.1839 -0.5905
F 3.9667 1.6682 -0.4654
F 2.1781 2.2940 -2.6190
F 4.4579 -1.0630 -2.2119
F 6.0670 0.2885 -2.5660
F 4.6441 2.2759 -2.3679
F 2.8478 0.5655 -3.5826
O -3.3702 -3.3199 0.0679
O -1.0611 2.1132 4.9764
O -3.0747 2.4087 5.6832
O 1.3102 -8.5545 -4.2696
O 1.5271 -1.2630 -2.2034
O 1.9955 -0.3139 -0.1625
O -0.3517 -7.3565 -3.5941
N -2.1335 0.4195 -0.0627
N -1.9257 2.0440 5.8380
N 0.8195 -7.5071 -3.8984
C 4.0655 1.2756 -1.7185
C -0.8386 0.4820 9.6051
C -0.7707 4.0725 0.1635
C -1.2305 -0.4661 -0.8354
C -0.7603 1.9155 -1.2780
C 0.9127 3.0427 2.1494
C 1.9981 -4.0144 -3.3077
C 5.0450 0.0429 -1.7994
C 1.1774 -5.1293 -3.3724
C 0.1147 0.5930 8.6015
C -2.8299 1.2450 -3.5411
C -2.3599 2.6780 -3.2420
C -2.8407 -3.1824 -1.2480
C -1.5499 1.4875 7.1434
C -0.2375 0.4577 -1.5606
C -0.8415 -1.8519 -0.2896
C 2.6787 1.0789 -2.3982
C -1.3226 -2.9524 -1.2575
C 3.3311 -4.1150 -3.6850
C -3.4413 3.5202 -2.5413
C 1.7004 -6.3314 -3.8120
C 0.0895 2.8818 -0.3402
C 3.8452 -5.3301 -4.1181
C 3.0277 -6.4482 -4.1813
C 0.7324 2.1670 0.8924
C -2.1508 0.8695 9.3690
C 1.7558 2.2210 3.1757
C -0.9667 2.7318 -2.5821
C -2.5123 1.3764 8.1321
C -0.2397 1.0964 7.3613
C -1.9054 1.6320 -0.3688
H 1.8915 1.2087 2.7963
H -0.7170 3.7827 -2.4728
H -1.8944 -0.7311 -1.6645
H 1.1616 2.1327 4.0911
H -3.0684 -4.0825 -1.8146
H -0.5574 0.0932 10.5752
H 0.2204 -2.0163 -0.1442
H 0.5044 1.1816 6.5826
H -0.9984 -2.7228 -2.2773
H 4.8840 -5.4062 -4.4099
H -3.1862 0.7412 -2.6381
H 0.1396 -5.0515 -3.0826
H 1.1358 0.2893 8.7878
H -3.9987 2.8754 -1.8539
H -2.8528 0.1087 0.5787
H -1.3955 3.7938 1.0100
H -0.0438 3.2577 2.6160
H -2.2305 3.1318 -4.2282
H -3.7961 -2.4906 0.3004
H -1.4754 4.3952 -0.6041
H 1.5978 -3.0662 -2.9665
H 1.4725 3.9381 1.8849
H -3.5334 1.6800 7.9522
H -3.0724 4.4377 -2.0903
H 1.7514 1.9237 0.6062
H -0.1575 4.9178 0.4522
H 0.8844 3.3705 -0.9010
H 3.4300 -7.3924 -4.5186
H -1.3515 -2.0318 0.6594
H 3.9710 -3.2429 -3.6419
H -2.0046 0.7309 -4.0383
H -4.1609 3.8257 -3.3010
H -0.4526 0.2472 -2.6048
H -2.8917 0.7795 10.1516
H -3.6583 1.2637 -4.2478
H -3.3225 -2.3214 -1.7339
H -0.8321 -3.8836 -0.9750
H -2.5788 2.3137 0.1348
H -0.2570 2.3659 -3.3267
H 0.2021 1.2563 1.1832
H 2.6957 2.7167 3.3974
*
```

For the orbital gap, the calculation gives 7.481 eV. The calculation puts the total energy at -2993.51881 Ha. The molar mass is 732.736 g mol⁻¹.

=====

2.
The following is a quantum chemistry calculation of a structure of composition C31H41Ge in a non-equilibrium geometry, from the Open Molecules 2025 dataset.

```
! RIJCOSX wB97M-V def2-TZVPD def2/J DEFGRID3
* xyz 1 1
Ge -0.7641 -0.0848 3.2265
C 1.3682 -2.6066 3.8862
C -4.4906 2.0676 2.8925
C 1.9389 0.8007 7.6074
C 1.0145 -2.3221 2.4136
C -0.2630 -0.0055 7.5755
C -4.8685 3.4252 3.4676
C 0.5533 1.1896 7.5799
C 2.5937 3.0969 7.8492
C -2.6045 0.3481 2.6684
C -0.4063 -1.7518 2.2311
C 1.1146 2.6118 -1.2386
C 3.0581 -1.5227 7.8392
C 1.4772 -3.3808 7.9189
C 0.6316 -1.1415 7.6504
C -2.4992 0.9734 7.1423
C 0.2128 2.5306 7.7714
C -2.3358 -1.0047 8.5395
C 2.8114 -3.0591 4.0816
C 2.8000 -2.8957 7.9593
C 2.9490 1.7420 7.7524
C -3.8823 0.9930 7.3301
C 0.3900 -2.5117 7.7553
C -3.0363 1.7106 3.2268
C 0.2431 1.3413 0.8317
C -3.7159 -0.9713 8.7429
C -4.4910 0.0192 8.1318
C 0.4057 1.2431 2.3672
C -1.6944 -0.0256 7.7432
C 1.9888 -0.6567 7.6613
C 1.1737 2.4228 0.2694
C 1.2401 3.4816 7.8678
H -5.1525 1.2842 3.2861
H -5.5707 0.0434 8.2933
H -0.6360 -2.8801 7.6948
H -0.7984 1.5784 0.5570
H -4.2444 4.2130 3.0388
H -4.4791 1.7781 6.8623
H 0.2030 2.2140 2.8443
H 0.1143 2.8965 -1.5705
H 3.0148 -3.2305 5.1405
H 0.4697 0.3780 0.3447
H 1.7620 -1.6409 1.9723
H 1.2958 -4.4543 8.0112
H 0.6839 -3.3798 4.2695
H 1.4130 1.7051 -1.7686
H -0.8364 2.8136 7.8523
H -4.1773 -1.7271 9.3785
H 3.6292 -3.5917 8.1034
H 3.0016 -3.9939 3.5451
H 3.3743 3.8546 7.9367
H 1.1786 -1.7194 4.5105
H -1.7225 -1.7593 9.0367
H -1.1620 -2.4796 2.5559
H -2.9063 1.7448 4.3214
H 1.0854 -3.2625 1.8392
H -2.0180 1.7420 6.5277
H -0.6077 -1.5184 1.1755
H -3.2613 -0.4701 2.9979
H 0.9776 4.5397 7.9485
H 4.0654 -1.1088 7.9038
H -0.6562 -0.1856 4.7826
H -2.6164 0.3482 1.5673
H 3.5211 -2.3056 3.7235
H 1.8015 3.4083 -1.5293
H -2.3827 2.4966 2.8136
H -4.6029 2.0635 1.7999
H 3.9819 1.4026 7.7966
H 1.4415 0.9815 2.6317
H 2.1961 2.1622 0.5691
H -5.9102 3.6642 3.2514
H 0.9212 3.3651 0.7707
H -4.7376 3.4389 4.5531
*
```

For the orbital gap, the calculation gives 5.544 eV. The calculation puts the total energy at -3282.50701 Ha. The molar mass is 486.279 g mol⁻¹.

=====

3.
The following is a quantum chemistry calculation of a structure of composition C31H41IN4O2S5Sb2Ti, from the Open Molecules 2025 dataset.

```
! RIJCOSX wB97M-V def2-TZVPD def2/J DEFGRID3
* xyz 0 1
I 3.5056 2.5687 -1.4133
Sb -2.0017 -0.3226 0.1080
Sb 0.5189 4.6919 -0.8258
Ti 0.8663 0.5712 -0.2618
S 2.8439 -2.4220 -3.4420
S -1.4307 1.9026 -5.2424
S -0.5018 2.7445 0.5198
S -1.2204 5.9594 -1.3032
S -0.3595 2.3510 -1.5248
O 2.7717 -0.9115 5.3686
O 0.9278 -1.3330 -0.0959
N 1.9677 -0.2751 -2.4039
N 1.4513 -3.7952 2.4734
N 2.2302 0.9278 1.0397
N 0.8725 1.9092 -4.1546
C 3.8198 -1.2987 -1.0878
C 1.3094 -0.4363 -3.6072
C 1.4174 -1.5928 3.4573
C 3.0457 1.9444 1.5039
C 1.1938 -4.1836 0.0779
C -1.5976 -2.3865 -2.0903
C 2.8458 -1.2314 -2.2154
C 4.7338 3.9836 2.4757
C -3.7698 -2.7261 -0.8713
C -3.4031 -1.7574 2.5358
C 0.2030 4.1677 -4.8601
C 3.2407 2.1431 2.8794
C 1.5078 -0.7861 4.7243
C 1.6518 -1.5514 -4.3029
C 1.2622 -1.0217 2.1946
C 1.5090 -2.9822 3.5218
C 1.1534 -1.8876 1.1059
C 1.2743 -3.2680 1.2608
C -0.8086 0.4102 -4.6774
C -3.7996 0.9269 -1.9850
C -2.3192 -2.2747 -0.7517
C 0.0047 2.6966 -4.7174
C -3.6914 0.8826 -0.4614
C -2.3984 0.5068 3.0156
C -2.2869 -0.7772 2.1975
C 1.1663 0.4114 1.8080
C -5.0282 0.5367 0.1786
C 3.7405 2.7963 0.6319
C 4.5667 3.8009 1.1135
C 0.4185 0.6108 -4.1260
C 4.0668 3.1445 3.3558
H -5.3766 -0.4531 -0.1260
H -5.7873 1.2594 -0.1371
H -1.6174 1.2277 2.7647
H 1.3044 -1.8417 -5.2802
H -2.3201 0.2840 4.0837
H -0.5468 -2.1011 -2.0120
H -4.3069 -2.6817 0.0760
H -1.3499 -0.5163 -4.7678
H -4.5149 1.6963 -2.2898
H 5.3815 4.7694 2.8403
H 4.1921 3.2644 4.4245
H 2.7414 1.4849 3.5759
H -3.3605 1.0006 2.8603
H -4.3185 -2.1158 -1.5920
H -2.0697 -1.7396 -2.8347
H 0.0128 4.5043 -5.8793
H 1.2804 0.2645 4.5182
H 3.3237 -1.1510 -0.1330
H 1.6392 -3.4580 4.4894
H -3.4107 -1.9493 3.6132
H -4.3889 -1.3702 2.2685
H -2.8450 1.1614 -2.4598
H 0.9275 -5.1861 0.4065
H -3.8108 -3.7597 -1.2293
H -4.1581 -0.0244 -2.3872
H -1.8054 -2.9216 -0.0300
H -0.4614 4.7149 -4.1880
H -1.6442 -3.4123 -2.4695
H 0.4658 -3.8215 -0.6494
H -1.3351 -1.2545 2.4484
H 1.2344 4.3997 -4.6000
H 5.0833 4.4437 0.4124
H -4.9903 0.5583 1.2678
H 4.5560 -0.5012 -1.2038
H 0.7280 1.0953 2.5303
H -3.2705 -2.7196 2.0389
H 3.4580 -0.7698 4.7075
H 2.1571 -4.2410 -0.4376
H 0.7731 -1.1287 5.4544
H 4.3412 -2.2551 -1.0791
H -3.3812 1.8765 -0.1215
*
```

For the orbital gap, the calculation gives 7.099 eV. The calculation puts the total energy at -5194.08818 Ha. The molar mass is 1080.321 g mol⁻¹.